1.
{
  "formula": "C4H6P2",
  "method": "ωB97M-V with the def2-TZVPD basis set",
  "total_charge": 0,
  "spin_multiplicity": 1,
  "e_lumo_ev": [-1.1402, -1.2131],
  "orbital_gap_ev": [6.206, 6.369],
  "de_lowest_kj_mol": 421.3,
  "symbols": ["C", "C", "C", "C", "P", "P", "H", "H", "H", "H", "H", "H"],
  "xyz": [[0.031, -1.183, 0.552], [0.819, -0.351, -0.152], [-1.255, -0.343, 0.234], [-0.264, 0.652, -0.583], [3.006, 0.385, 0.234], [4.268, -1.059, -0.218], [0.213, -2.080, 1.040], [-1.914, -0.875, -0.321], [-1.704, 0.150, 1.069], [0.000, 1.633, -0.144], [-0.436, 0.758, -1.652], [3.566, 1.542, -0.209]],
  "forces_ev_per_a": [[0.1, 2.2, -1.5], [0.5, 2.1, 0.7], [4.1, 1.2, 0.4], [0.6, -0.8, 1.0], [-2.1, -3.0, 0.3], [0.5, -0.2, 0.1], [0.2, -1.3, 1.1], [-2.3, -1.3, -1.8], [-0.2, 0.2, 0.7], [-0.8, -0.3, -0.1], [-0.1, -0.1, 0.0], [-0.3, 1.3, -0.8]]
}


2.
{
  "formula": "C26H24F4MnN3O4S2",
  "method": "ωB97M-V with the def2-TZVPD basis set",
  "total_charge": 0,
  "spin_multiplicity": 5,
  "e_lumo_ev": [-2.4889, -1.3890],
  "orbital_gap_ev": [5.663, 6.763],
  "s_squared": 6.08,
  "de_lowest_kj_mol": 22.2,
  "symbols": ["Mn", "C", "N", "C", "C", "C", "N", "C", "C", "F", "C", "F", "C", "C", "F", "C", "F", "H", "H", "H", "H", "H", "H", "H", "H", "H", "H", "H", "C", "C", "O", "S", "C", "C", "C", "C", "C", "C", "C", "C", "H", "H", "H", "H", "H", "H", "H", "N", "C", "C", "C", "C", "C", "C", "S", "O", "O", "O", "H", "H", "H", "H", "H", "H"],
  "xyz": [[-0.707, 0.020, 1.154], [-1.543, -2.807, 0.365], [-0.664, -2.083, 1.307], [0.745, -2.523, 1.087], [-1.070, -2.411, 2.704], [-0.507, -1.376, 3.656], [-0.840, -0.088, 3.057], [-0.960, 1.057, 3.786], [-1.446, 2.188, 3.111], [-1.718, 2.006, 1.774], [-1.661, 3.410, 3.700], [-2.129, 4.420, 2.963], [-1.386, 3.585, 5.042], [-0.897, 2.497, 5.737], [-0.608, 2.631, 7.034], [-0.677, 1.266, 5.144], [-0.174, 0.276, 5.897], [-1.503, -3.877, 0.586], [-1.209, -2.627, -0.653], [-2.568, -2.455, 0.468], [0.818, -3.604, 1.224], [1.419, -2.046, 1.799], [1.046, -2.267, 0.074], [-0.743, -3.424, 2.947], [-2.159, -2.369, 2.742], [0.572, -1.497, 3.791], [-0.974, -1.499, 4.633], [-1.535, 4.537, 5.528], [-1.920, 2.744, -9.598], [-1.878, 2.324, -8.154], [-2.163, 3.033, -7.230], [-1.324, 0.630, -7.953], [-1.259, 0.515, -6.187], [-2.418, 0.626, -5.426], [-2.350, 0.530, -4.050], [-1.122, 0.307, -3.418], [0.034, 0.187, -4.191], [-0.036, 0.297, -5.568], [-1.052, 0.203, -1.995], [-1.005, 0.104, -0.783], [-2.792, 3.376, -9.756], [-1.940, 1.890, -10.272], [-1.026, 3.334, -9.804], [-3.367, 0.797, -5.914], [-3.245, 0.626, -3.450], [0.987, 0.014, -3.707], [0.862, 0.219, -6.167], [0.964, 1.319, 1.001], [2.078, 0.537, 1.472], [2.829, -0.157, 0.535], [3.655, -1.183, 0.961], [3.703, -1.510, 2.307], [3.062, -0.715, 3.248], [2.237, 0.318, 2.833], [4.403, -3.093, 2.812], [4.816, -2.889, 4.183], [5.456, -3.347, 1.853], [3.213, -3.924, 2.648], [0.820, 2.190, 1.507], [1.080, 1.553, 0.017], [2.708, 0.054, -0.523], [4.219, -1.786, 0.259], [3.175, -0.960, 4.297], [1.671, 0.900, 3.555]],
  "forces_ev_per_a": [[0.5, -0.5, -0.2], [0.0, 0.1, 0.0], [-0.1, 0.0, 0.0], [-0.1, 0.0, 0.0], [0.0, 0.1, 0.0], [-0.1, -0.1, 0.0], [-0.1, -0.1, -0.1], [-0.1, 0.4, 0.2], [0.1, -0.1, 0.0], [-0.1, 0.1, 0.0], [0.0, 0.0, 0.0], [0.0, 0.0, 0.0], [0.0, 0.0, 0.0], [0.0, 0.1, 0.1], [0.0, 0.0, -0.1], [0.0, -0.1, -0.1], [0.0, 0.0, 0.0], [0.0, 0.0, 0.0], [0.0, 0.0, 0.0], [0.0, 0.0, 0.0], [0.0, 0.0, 0.1], [-0.2, -0.2, -0.1], [0.0, 0.0, 0.0], [0.0, 0.0, 0.0], [0.0, 0.0, 0.0], [0.0, 0.0, 0.0], [0.0, 0.0, 0.0], [0.0, 0.0, 0.0], [0.0, 0.0, 0.0], [0.0, 0.0, 0.1], [0.0, 0.1, -0.1], [0.0, -0.1, 0.0], [0.0, 0.0, -0.1], [0.0, 0.0, 0.0], [0.1, 0.0, 0.0], [0.0, 0.0, -0.2], [0.0, 0.0, 0.0], [0.0, 0.0, 0.0], [0.0, 0.0, 0.2], [0.1, 0.0, 0.0], [0.0, 0.0, 0.0], [0.0, 0.0, 0.0], [0.0, 0.0, 0.0], [0.0, 0.0, 0.0], [0.0, 0.0, 0.0], [0.0, 0.0, 0.0], [0.0, 0.0, 0.0], [-0.4, 0.6, -0.1], [0.0, -0.2, 0.0], [0.1, 0.0, 0.0], [0.1, 0.1, 0.0], [0.3, -0.1, 0.1], [0.0, 0.1, 0.0], [0.1, 0.0, 0.1], [0.0, 0.3, -0.1], [0.0, -0.1, 0.0], [0.0, -0.1, 0.0], [-0.1, -0.1, 0.0], [0.2, -0.1, 0.1], [-0.1, 0.0, 0.0], [0.0, 0.0, 0.0], [0.0, 0.0, 0.0], [0.0, 0.0, 0.0], [0.1, 0.0, -0.1]]
}


3.
{
  "formula": "C24H20Cl5MnN2O3Se2",
  "method": "ωB97M-V with the def2-TZVPD basis set",
  "total_charge": -1,
  "spin_multiplicity": 6,
  "e_lumo_ev": [2.2742, 2.2717],
  "orbital_gap_ev": [6.900, 6.974],
  "s_squared": 8.75,
  "de_lowest_kj_mol": 0.0,
  "symbols": ["Mn", "O", "C", "C", "C", "C", "C", "C", "C", "N", "N", "C", "O", "C", "C", "C", "C", "C", "C", "H", "H", "H", "H", "H", "H", "H", "H", "H", "H", "C", "Se", "C", "C", "Se", "C", "H", "H", "H", "H", "H", "H", "H", "H", "H", "H", "Cl", "C", "C", "Cl", "C", "Cl", "C", "O", "C", "Cl", "C", "Cl"],
  "xyz": [[-0.279, -0.381, -0.537], [0.839, -1.552, -1.800], [1.997, -1.428, -2.359], [2.433, -2.410, -3.287], [3.653, -2.334, -3.916], [4.528, -1.272, -3.663], [4.132, -0.304, -2.767], [2.896, -0.348, -2.107], [2.609, 0.743, -1.195], [1.538, 0.875, -0.508], [1.467, 2.023, 0.278], [0.321, 2.054, 0.911], [-0.623, 1.189, 0.836], [0.075, 3.260, 1.769], [1.057, 4.229, 1.968], [0.793, 5.338, 2.754], [-0.455, 5.495, 3.347], [-1.435, 4.534, 3.151], [-1.171, 3.419, 2.367], [1.754, -3.232, -3.478], [3.939, -3.112, -4.616], [5.489, -1.211, -4.157], [4.792, 0.531, -2.553], [3.368, 1.523, -1.096], [2.019, 4.091, 1.496], [1.563, 6.085, 2.907], [-0.659, 6.364, 3.961], [-2.409, 4.650, 3.610], [-1.923, 2.659, 2.205], [-5.157, 1.653, -1.341], [-3.525, 1.543, -0.288], [-2.514, 2.847, -1.316], [-2.212, 2.439, -2.749], [-1.093, 0.850, -2.960], [-2.476, -0.474, -3.290], [-5.526, 2.677, -1.384], [-5.891, 1.025, -0.840], [-5.000, 1.268, -2.347], [-1.596, 2.997, -0.752], [-3.068, 3.790, -1.313], [-1.661, 3.238, -3.249], [-3.122, 2.260, -3.323], [-3.019, -0.224, -4.199], [-3.123, -0.540, -2.419], [-1.954, -1.422, -3.408], [-3.822, -5.438, 3.642], [-3.270, -4.289, 2.473], [-1.964, -3.804, 2.518], [-0.888, -4.355, 3.752], [-1.523, -2.888, 1.579], [0.098, -2.282, 1.621], [-2.352, -2.402, 0.534], [-1.954, -1.566, -0.338], [-3.675, -2.916, 0.528], [-4.728, -2.339, -0.717], [-4.119, -3.831, 1.467], [-5.743, -4.417, 1.396]],
  "forces_ev_per_a": [[0.0, 0.0, 0.0], [0.0, 0.0, 0.0], [0.0, 0.0, 0.0], [0.0, 0.0, 0.0], [0.0, 0.0, 0.0], [0.0, 0.0, 0.0], [0.0, 0.0, 0.0], [0.0, 0.1, 0.0], [0.0, 0.0, 0.0], [0.1, 0.0, 0.0], [0.0, -0.1, 0.0], [-0.1, 0.2, 0.0], [0.0, 0.0, 0.0], [0.0, -0.1, 0.0], [0.0, 0.0, 0.0], [0.0, 0.0, 0.0], [0.0, 0.0, 0.0], [0.0, 0.0, 0.0], [0.0, 0.0, 0.0], [0.0, 0.0, 0.0], [0.0, 0.0, 0.0], [0.0, 0.0, 0.0], [0.0, 0.0, 0.0], [0.0, 0.0, 0.0], [0.0, 0.0, 0.0], [0.0, 0.0, 0.0], [0.0, 0.0, 0.0], [0.0, 0.0, 0.0], [0.0, 0.0, 0.0], [0.0, 0.0, 0.0], [0.0, 0.0, 0.0], [0.0, 0.0, 0.0], [0.0, 0.0, 0.0], [0.0, 0.0, -0.1], [0.0, 0.0, 0.1], [0.0, 0.0, 0.0], [0.0, 0.0, 0.0], [0.0, 0.0, 0.0], [0.0, 0.0, 0.0], [0.0, 0.0, 0.0], [0.0, 0.0, 0.0], [0.0, 0.0, 0.0], [0.0, 0.0, 0.0], [0.0, 0.0, 0.0], [0.0, 0.0, 0.0], [0.0, 0.0, 0.0], [0.0, 0.0, 0.0], [0.0, 0.0, 0.0], [0.0, 0.0, 0.0], [0.0, 0.0, 0.0], [0.0, 0.0, 0.0], [0.0, 0.0, 0.0], [0.0, -0.1, 0.0], [0.0, 0.0, 0.0], [0.0, 0.0, 0.0], [0.0, 0.0, 0.0], [0.0, 0.0, 0.0]]
}